(1)
{"formula": "C23H22CdI2NO6Si", "method": "the ωB97M-V functional and the def2-TZVPD basis", "charge": -1, "max_force_ev_per_a": 0.66, "de_lowest_ev": 0.1250, "orbital_gap_ev": 8.013, "homo_energy_ha": -0.2384, "elements": ["C", "C", "H", "H", "O", "H", "O", "Cd", "H", "C", "C", "H", "H", "C", "C", "H", "H", "O", "C", "C", "C", "C", "C", "C", "I", "H", "O", "H", "H", "C", "H", "C", "C", "H", "C", "C", "O", "C", "H", "N", "C", "O", "C", "H", "H", "H", "H", "H", "H", "C", "H", "Si", "C", "I", "H", "C"], "coordinates": [[-3.724, -2.095, 0.193], [0.010, -1.015, 3.731], [-1.902, 1.227, 0.868], [2.868, 4.146, 0.949], [-3.152, 0.307, -2.863], [3.641, 2.272, -0.485], [2.727, -0.594, -3.127], [0.710, -1.531, -2.611], [-1.071, -0.883, 3.635], [0.591, -1.830, 2.572], [-0.914, 1.021, -2.988], [-4.318, 1.216, 0.506], [2.069, 3.397, -3.345], [2.775, 2.154, 0.155], [-2.356, -2.090, 0.408], [-1.816, -3.026, 0.318], [-5.505, -0.904, 0.058], [3.720, 1.396, -3.442], [0.555, 1.812, 1.774], [-1.178, 2.376, -2.991], [0.963, 0.742, 0.966], [1.227, 3.026, 1.767], [2.341, 3.200, 0.954], [-3.775, 0.280, 0.507], [1.021, -3.894, -1.147], [0.468, -0.026, 3.805], [-0.353, 4.574, -3.112], [0.197, -1.534, 4.679], [2.382, -2.422, 3.645], [-1.662, -0.906, 0.687], [0.481, 5.051, -3.173], [0.015, -3.248, 2.642], [-1.989, -0.074, -2.846], [-1.072, -3.254, 2.552], [2.115, -1.907, 2.714], [-0.091, 3.237, -3.123], [-1.557, -1.273, -2.749], [-4.439, -0.907, 0.250], [-4.229, -3.023, -0.046], [0.331, 0.584, -3.109], [2.092, 0.943, 0.164], [0.939, -1.739, -0.323], [1.378, 1.381, -3.223], [0.265, -3.696, 3.612], [-2.188, 2.741, -2.884], [0.884, 3.838, 2.396], [-0.301, 1.702, 2.430], [2.568, -2.457, 1.886], [2.569, -0.914, 2.739], [2.743, 0.677, -3.264], [2.442, 0.131, -0.461], [0.188, -0.981, 0.933], [-2.402, 0.278, 0.717], [1.091, -6.338, -2.513], [0.422, -3.902, 1.868], [1.207, 2.750, -3.252]], "lowdin_charge": [-0.079, -0.095, 0.086, 0.094, 0.027, 0.105, -0.161, 1.294, 0.080, -0.610, -0.172, 0.100, 0.126, -0.079, -0.108, 0.077, 0.098, 0.017, -0.113, 0.075, -0.198, -0.097, -0.100, -0.091, 0.492, 0.065, 0.063, 0.080, 0.081, -0.217, 0.104, -0.103, -0.637, 0.069, -0.092, -0.276, -0.160, -0.091, 0.101, 0.035, -0.089, -0.802, -0.195, 0.080, 0.129, 0.095, 0.092, 0.075, 0.077, -0.653, 0.084, 0.446, -0.090, -0.133, 0.035, 0.059]}

***

(2)
{"formula": "C23H22Cl3MoN4Si", "method": "the ωB97M-V functional and the def2-TZVPD basis", "charge": 1, "max_force_ev_per_a": 1.68, "de_lowest_ev": 0.7369, "orbital_gap_ev": [6.029, 6.025], "homo_energy_ha": [-0.4043, -0.4043], "elements": ["C", "C", "Cl", "H", "Si", "H", "C", "C", "N", "N", "C", "C", "H", "H", "C", "H", "C", "C", "H", "C", "Cl", "H", "H", "C", "H", "C", "H", "C", "H", "H", "H", "C", "C", "C", "C", "H", "Mo", "H", "H", "C", "N", "H", "C", "H", "H", "C", "N", "C", "C", "H", "C", "Cl", "H", "H"], "coordinates": [[-2.030, -2.132, -2.853], [-1.243, 3.366, -1.979], [0.701, 0.361, 3.982], [-0.493, -4.636, -4.535], [1.002, -0.906, 2.394], [4.560, -0.720, 0.553], [2.067, 0.433, 0.373], [-1.391, 1.541, -0.473], [-1.558, 0.905, 0.783], [-1.183, -0.715, -1.069], [0.246, -2.412, -2.095], [3.801, 1.837, 1.377], [-0.881, 2.828, -4.018], [1.062, -2.100, -1.453], [4.408, -0.003, -0.251], [5.358, 0.493, -0.452], [-3.224, 1.079, 3.807], [3.172, 2.033, -1.056], [4.122, 2.528, -1.263], [0.983, -0.098, 0.575], [-1.294, -3.296, 1.122], [4.106, -0.543, -1.148], [-2.981, -1.620, -2.777], [-1.205, 0.613, -1.502], [3.934, 1.174, 2.230], [-1.032, 2.458, -3.012], [-2.661, -3.456, -4.407], [-1.846, -3.162, -3.759], [-3.516, 2.118, 3.839], [2.428, 2.794, -0.821], [-3.356, -1.882, 5.416], [-1.430, 2.907, -0.684], [-0.627, -3.827, -3.830], [-2.446, -1.531, 3.534], [-0.978, -1.760, -2.022], [1.365, -3.970, -3.051], [-0.864, -1.067, 0.840], [3.068, 2.601, 1.636], [-1.584, 3.581, 0.147], [-3.522, 0.185, 4.812], [-2.264, 1.474, 1.649], [-0.849, 0.395, -3.608], [0.415, -3.455, -2.997], [2.855, 1.502, -1.954], [-1.252, 4.427, -2.183], [3.367, 1.062, 0.123], [-2.130, -0.664, 2.549], [-1.007, 1.086, -2.791], [-2.525, 0.618, 2.701], [-2.130, -2.552, 3.392], [-3.130, -1.142, 4.662], [2.913, -1.583, 2.677], [4.754, 2.327, 1.174], [-4.058, 0.506, 5.694]], "lowdin_charge": [-0.025, -0.065, 0.304, 0.110, -0.211, 0.054, -0.068, -0.208, -0.101, -0.145, -0.047, -0.031, 0.115, 0.097, -0.035, 0.097, 0.022, -0.029, 0.096, -0.344, 0.096, 0.092, 0.124, -0.236, 0.068, -0.049, 0.112, -0.060, 0.129, 0.089, 0.123, 0.001, -0.069, -0.144, -0.330, 0.111, 1.145, 0.095, 0.119, -0.019, 0.148, 0.121, -0.064, 0.091, 0.111, -0.600, -0.083, 0.009, -0.332, 0.058, -0.021, 0.356, 0.097, 0.124]}

***

(3)
{"formula": "C23H22ClNPRuS", "method": "the ωB97M-V functional and the def2-TZVPD basis", "spin_multiplicity": 6, "charge": 2, "s_squared": 8.787, "max_force_ev_per_a": 6.38, "de_lowest_ev": 0.9240, "orbital_gap_ev": [6.380, 4.709], "homo_energy_ha": [-0.4956, -0.5360], "elements": ["H", "C", "H", "C", "Cl", "C", "H", "H", "H", "C", "S", "C", "C", "H", "C", "H", "C", "N", "C", "H", "C", "C", "C", "C", "H", "H", "C", "H", "H", "H", "C", "H", "H", "H", "C", "H", "P", "H", "C", "C", "C", "Ru", "H", "C", "H", "H", "C", "H", "C", "C"], "coordinates": [[-3.794, 3.899, -1.783], [-1.244, -1.636, -3.341], [0.764, -3.259, -0.409], [-0.270, -1.480, -1.145], [-2.647, 1.361, 0.448], [-0.745, -2.938, -3.449], [-3.569, -3.000, 2.620], [1.644, 0.513, -2.683], [-3.480, 5.734, -0.106], [-0.451, 3.591, -1.187], [1.020, 2.868, -1.622], [3.523, 0.556, 2.130], [-0.282, -2.991, 3.531], [0.341, -4.539, -2.500], [1.788, -0.296, 0.683], [-2.020, -4.081, 4.241], [-1.391, 5.393, 0.127], [-0.337, 4.630, -0.245], [-0.662, -1.494, 1.662], [-1.812, -1.163, -4.139], [0.207, -2.066, 2.607], [-2.508, -2.756, 2.616], [-1.709, 3.330, -1.774], [-2.639, 5.132, -0.431], [3.810, 1.110, 3.020], [1.402, 0.978, 2.386], [0.201, -2.800, -1.224], [2.405, -1.632, -0.894], [2.311, 0.692, -2.338], [0.604, 4.835, 0.096], [-2.815, 4.091, -1.340], [-2.673, -1.421, 0.923], [1.274, -1.845, 2.606], [-1.759, 2.597, -2.596], [2.175, 0.484, 1.787], [5.525, -0.016, 1.606], [-0.011, -0.405, 0.316], [4.819, -1.345, -0.379], [2.735, -0.987, -0.076], [-0.996, -0.905, -2.180], [4.085, -0.844, 0.238], [-0.627, 1.501, -0.599], [-0.917, -3.486, -4.375], [-0.035, -3.521, -2.394], [-1.302, 0.168, -2.034], [0.396, -3.455, 4.245], [-1.631, -3.352, 3.525], [-1.160, 6.204, 0.814], [-2.017, -1.855, 1.674], [4.474, -0.097, 1.346]], "lowdin_charge": [0.142, -0.041, 0.128, -0.373, 0.144, -0.027, 0.120, 0.030, 0.134, -0.879, 0.759, -0.048, -0.048, 0.128, -0.391, 0.124, 0.007, 0.066, -0.333, 0.122, -0.072, -0.047, -0.207, -0.007, 0.121, 0.116, -0.059, 0.099, 0.038, 0.161, -0.038, 0.073, 0.104, 0.125, -0.109, 0.124, 0.891, 0.121, -0.095, -0.147, -0.038, 0.852, 0.128, -0.026, 0.034, 0.120, -0.041, 0.156, -0.109, -0.032]}

***

(4)
{"formula": "C23H22N4O4", "method": "the ωB97M-V functional and the def2-TZVPD basis", "max_force_ev_per_a": 1.19, "de_lowest_ev": 3.1981, "orbital_gap_ev": 8.370, "smiles": "COc1cc(/C=N/NC(=O)c2cccnc2)ccc1OCC(=O)Nc1ccc(C)cc1", "homo_energy_ha": -0.3054, "elements": ["H", "H", "N", "C", "C", "H", "H", "H", "C", "H", "O", "H", "C", "H", "N", "O", "H", "C", "C", "H", "C", "N", "C", "H", "C", "H", "C", "N", "O", "C", "C", "C", "C", "H", "H", "C", "C", "C", "H", "H", "O", "H", "C", "H", "H", "C", "H", "H", "C", "H", "C", "C", "C"], "coordinates": [[0.941, -0.006, -2.425], [0.160, -0.809, -1.029], [5.008, 0.895, 1.429], [-4.074, -1.311, -0.621], [-0.746, 2.966, -0.157], [-3.073, 1.689, 0.387], [1.497, 4.192, 2.071], [1.822, 0.768, -0.440], [3.128, 2.161, 1.374], [-4.739, -3.331, -0.693], [-0.622, 1.040, -1.543], [-0.715, -0.654, -2.577], [-0.175, 3.787, 0.810], [2.409, -2.672, -1.014], [5.534, -2.182, -2.118], [-3.383, 0.723, -2.585], [3.968, -3.243, -2.878], [4.283, -2.608, -2.060], [3.417, -2.286, -1.025], [-0.754, 4.632, 1.149], [5.798, -0.125, 0.964], [-3.312, 0.997, -0.314], [1.807, 2.442, 0.863], [-6.030, -3.996, 2.008], [5.188, -1.003, -0.068], [-3.456, 0.421, 2.218], [-3.712, -0.243, 0.194], [3.789, 1.158, 0.949], [-2.010, 3.328, -0.537], [5.975, -1.407, -1.148], [1.238, 1.608, -0.103], [1.080, 3.537, 1.322], [-4.495, -2.679, 1.329], [-4.636, -4.816, 1.311], [3.244, -1.215, 0.829], [-4.458, -2.509, -0.050], [-2.599, 2.815, -1.714], [-4.129, -1.607, 2.133], [-1.920, 2.865, -2.569], [7.002, -1.078, -1.224], [6.930, -0.255, 1.377], [-3.453, 3.473, -1.910], [3.879, -1.471, -0.005], [-4.531, -4.105, 2.929], [-4.053, -1.193, -1.691], [-3.740, -0.403, 1.577], [5.435, 1.515, 2.124], [-4.147, -1.714, 3.208], [-0.024, 1.844, -0.616], [3.530, 2.840, 2.135], [-4.942, -3.976, 1.931], [-0.006, -0.173, -1.904], [-3.130, 1.377, -1.600]], "lowdin_charge": [0.100, 0.099, 0.056, -0.005, -0.184, 0.144, 0.110, 0.099, -0.086, 0.113, -0.113, 0.101, 0.006, 0.099, 0.068, 0.076, 0.105, -0.144, -0.058, 0.123, -0.429, 0.148, -0.211, 0.083, -0.123, 0.111, -0.217, 0.040, -0.040, -0.079, 0.048, -0.039, -0.291, 0.076, 0.111, -0.039, -0.077, -0.050, 0.143, 0.123, 0.083, 0.144, -0.030, 0.074, 0.100, -0.023, 0.165, 0.110, -0.174, 0.129, -0.057, -0.053, -0.464]}